A single C6H12 molecule in a non-equilibrium geometry. Source: the Open Molecules 2025 dataset; level of theory: wB97M-V/def2-TZVPD.

## Properties
HOMO-LUMO gap = 11.16 eV
E_tot = -235.76319 hartree
E_LUMO = 1.20 eV

```
! wB97M-V def2-TZVPD RIJCOSX def2/J DEFGRID3
* xyz 0 1
H 0.742 2.357 -1.006
H -0.793 0.919 1.537
H -1.347 2.169 0.408
H 1.029 -0.364 1.366
H -1.002 0.599 -1.510
H 0.278 -1.413 -1.368
H 2.007 -1.450 0.348
C 0.920 1.286 -0.886
C -0.370 -1.883 0.628
C 0.996 -1.178 0.646
H -2.247 0.660 0.571
H -0.626 -2.878 0.267
H 1.699 1.154 -0.122
C -0.395 0.525 -0.603
C 0.023 -0.912 -0.434
C -1.236 1.090 0.547
H -1.042 -1.562 1.418
H 1.364 0.881 -1.805
*
```

Atom charges from the Mulliken analysis, given in e for atoms 1 to 4:
1 H 0.3836
2 H 0.2995
3 H 0.3915
4 H 0.2728

=====

A single C6H12 molecule. Source: the Open Molecules 2025 dataset; level of theory: wB97M-V/def2-TZVPD.

## Properties
HOMO-LUMO gap = 11.71 eV
E_tot = -235.78413 hartree
E_LUMO = 1.29 eV

```
! wB97M-V def2-TZVPD RIJCOSX def2/J DEFGRID3
* xyz 0 1
H -0.974 -0.320 1.481
C -1.207 0.296 0.599
H 1.693 1.964 0.204
H -1.978 -1.351 -0.580
H -2.543 0.239 -1.110
H 0.446 -1.693 0.002
H 1.219 0.964 1.592
H 2.822 0.037 -0.848
C 0.802 -0.841 -0.589
H -0.165 1.069 -1.114
H -3.230 -0.504 0.343
C -2.306 -0.366 -0.226
H -1.544 1.269 0.982
H 0.798 -1.134 -1.645
C 2.120 -0.233 -0.053
C 0.059 0.467 -0.225
H 2.659 -0.836 0.683
C 1.329 0.974 0.502
*
```

Atom charges from the Mulliken analysis, given in e for atoms 1 to 4:
1 H 0.3193
2 C -0.7006
3 H 0.2909
4 H 0.2946

=====

A molecular structure, C6H12AgBrClFNO2S. Source: the Open Molecules 2025 dataset; level of theory: wB97M-V/def2-TZVPD.

## Properties
HOMO-LUMO gap = 6.30 eV
E_tot = -4119.94149 hartree
E_LUMO = -6.74 eV

```
! wB97M-V def2-TZVPD RIJCOSX def2/J DEFGRID3
* xyz 1 1
H -3.343 0.815 -1.416
C 0.986 -0.331 -0.796
C -1.734 0.820 0.057
H 2.830 0.689 -0.757
H 2.276 1.941 1.153
C 2.256 0.066 -0.038
C -3.021 1.392 -0.553
H 2.884 -0.795 0.146
Br -2.827 -1.749 0.118
H -2.875 2.427 -0.850
C 1.973 0.874 1.251
C -1.408 -0.584 -0.442
F -0.421 -2.546 1.829
O 1.725 -2.520 0.808
H 2.579 0.503 2.073
H -1.375 -0.584 -1.532
Ag 3.053 2.729 -0.482
H 0.507 0.569 -1.173
H -3.822 1.381 0.180
O -0.217 -3.486 -0.371
H 0.926 0.855 1.534
Cl 1.437 -1.235 -2.268
H -0.886 1.481 -0.144
H -1.818 0.769 1.144
N -0.030 -0.958 0.042
S 0.347 -2.524 0.484
*
```

Atom charges from the Mulliken analysis, given in e for atoms 1 to 4:
1 H 0.3568
2 C -0.2646
3 C -0.2112
4 H 0.6796

=====

> The highest E_LUMO belongs to which entry?

number 2

=====

> Which value of E_tot does entry 3 give?

-4119.94149 hartree

=====

> Which value of HOMO-LUMO gap does entry 2 give?

11.71 eV